# C27H17AsHgI2NO

C27H17AsHgI2NO as an isolated structure (wB97M-V/def2-TZVPD, the Open Molecules 2025 dataset).

Last column: Mulliken charge in e.
Element x y z (Å)
Hg -1.513 0.663 -2.861  0.06
I -5.412 3.390 0.239  0.16
C -5.092 1.373 0.369  -0.53
C -6.123 0.516 0.705  -0.37
C -5.928 -0.852 0.800  -0.11
I -7.555 -2.012 1.323  0.13
C -4.648 -1.446 0.531  0.89
C -4.397 -2.828 0.576  -0.62
C -3.141 -3.287 0.269  -1.00
C -2.148 -2.363 -0.063  -0.05
N -2.349 -1.058 -0.094  0.24
C -3.571 -0.605 0.193  -0.10
C -3.745 0.882 0.120  0.58
O -2.808 1.624 -0.132  -0.42
H -7.105 0.922 0.905  0.35
H -5.188 -3.514 0.843  0.20
H -2.912 -4.344 0.280  0.41
H -1.150 -2.698 -0.328  0.31
C 5.636 -2.227 0.412  -0.44
C 4.848 -1.561 1.338  -0.69
C 3.577 -1.121 0.988  -0.04
C 3.083 -1.352 -0.290  0.40
C 3.875 -2.035 -1.209  -0.40
C 5.148 -2.463 -0.865  -0.61
As 1.299 -0.786 -0.883  -0.06
C 0.730 0.255 0.650  0.55
C 0.167 -0.226 1.820  -0.68
C -0.247 0.667 2.799  -0.68
C -0.114 2.034 2.591  -0.77
C 0.435 2.519 1.416  -0.37
C 0.866 1.630 0.436  0.61
C 1.472 1.998 -0.858  0.69
C 1.712 3.292 -1.306  -0.72
C 2.300 3.493 -2.546  -0.74
C 2.639 2.413 -3.350  -0.61
C 2.382 1.117 -2.921  -0.56
C 1.810 0.914 -1.676  0.06
H 6.628 -2.564 0.685  0.37
H 5.223 -1.374 2.336  0.38
H 2.980 -0.584 1.715  0.37
H 3.500 -2.238 -2.207  0.33
H 5.756 -2.986 -1.592  0.38
H 0.041 -1.292 1.975  0.43
H -0.684 0.298 3.718  0.44
H -0.448 2.727 3.353  0.40
H 0.521 3.587 1.265  0.36
H 1.444 4.144 -0.695  0.37
H 2.493 4.501 -2.891  0.39
H 3.092 2.581 -4.319  0.38
H 2.619 0.279 -3.566  0.38

Properties
- Charge: 0
- LUMO energy (alpha / beta): -0.2 / -2.3 eV
- HOMO energy (alpha / beta): -8.0427 / -8.0968 eV
- 2S+1: 2
- Orbital gap (alpha / beta): 7.842 / 5.753 eV
- <S²>: 0.80



# C2H4NP

An isolated molecule of C2H4NP in a non-equilibrium geometry (wB97M-V/def2-TZVPD, the Open Molecules 2025 dataset).

Last column: Mulliken charge in e.
Element x y z (Å)
C 0.104 -0.100 -0.183  0.33
C -1.153 -0.684 -0.785  -0.44
N 0.817 -0.286 -1.155  -0.40
P 0.363 0.931 1.458  -0.11
H -1.145 -1.850 -0.706  0.21
H -1.725 -0.233 -1.588  0.29
H 1.301 1.825 0.873  0.07
H 1.439 0.398 2.086  0.05

Properties
- Charge: 0
- LUMO energy: -0.1 eV
- HOMO energy: -8.9466 eV
- 2S+1: 1
- Orbital gap: 8.814 eV
- ΔE to the lowest compared entry with this formula, charge and spin: 305.5 kJ/mol



# C6H6N2

An isolated molecule of C6H6N2 in a non-equilibrium geometry (wB97M-V/def2-TZVPD, the Open Molecules 2025 dataset).

Last column: Mulliken charge in e.
Element x y z (Å)
C -1.431 -0.150 1.130  -1.22
C 0.893 0.211 0.437  0.46
C -0.316 -0.288 0.119  0.13
N 1.667 0.558 1.381  -0.70
C 1.624 1.169 -0.894  0.10
C -0.621 -0.798 -1.152  -0.58
C -0.932 -1.261 -2.219  0.22
N 1.728 0.808 -1.996  -0.44
H 1.677 -0.018 2.219  0.26
H 2.049 1.815 -0.024  0.32
H -1.669 -1.127 1.558  0.29
H -1.147 0.520 1.940  0.39
H -2.330 0.241 0.654  0.34
H -1.192 -1.680 -3.152  0.42

Properties
- Charge: 0
- LUMO energy (alpha / beta): -1.4 / -1.1 eV
- HOMO energy (alpha / beta): -8.4261 / -8.4015 eV
- 2S+1: 1
- Orbital gap (alpha / beta): 7.069 / 7.301 eV
- ΔE to the lowest compared entry with this formula, charge and spin: 525.7 kJ/mol